(1)
DFT (ωB97M-V/def2-TZVPD) results for C34H23F15GeN2O5RuS3 as an isolated structure.

```
84
Properties=species:S:1:pos:R:3
Ru 0.63 -0.62 0.44
C 0.56 -3.51 1.76
O 1.00 -2.14 1.85
C 1.00 -1.60 3.18
C -0.27 -0.84 3.40
O -0.35 0.19 2.40
C -1.51 1.00 2.68
C -1.64 2.19 1.77
O -2.20 1.88 0.51
C -3.62 1.92 0.52
H 1.12 -4.09 2.49
H 0.80 -3.86 0.76
H -0.51 -3.58 1.95
H 1.86 -0.93 3.23
H 1.13 -2.41 3.90
H -0.25 -0.38 4.39
H -1.15 -1.49 3.32
H -1.39 1.35 3.71
H -2.41 0.37 2.63
H -0.67 2.66 1.62
H -2.28 2.91 2.29
H -3.97 2.95 0.67
H -4.04 1.27 1.29
H -3.96 1.56 -0.45
F 6.80 -1.93 1.72
C 6.91 -0.62 1.47
C 5.91 0.05 0.79
C 6.11 1.40 0.54
F 5.19 2.08 -0.15
C 7.24 2.08 0.97
F 7.40 3.37 0.71
C 8.21 1.38 1.66
F 9.30 2.00 2.08
C 8.05 0.03 1.91
F 8.99 -0.64 2.57
Ge 4.27 -0.76 0.08
S 2.60 0.40 0.94
C 4.11 -2.62 0.67
C 4.01 -3.73 -0.15
F 4.03 -3.60 -1.48
C 3.87 -5.01 0.35
F 3.75 -6.05 -0.48
C 3.85 -5.21 1.72
F 3.70 -6.43 2.21
C 3.95 -4.13 2.57
F 3.90 -4.31 3.89
C 4.08 -2.86 2.03
F 4.17 -1.83 2.89
C 4.47 -0.65 -1.86
C 3.67 0.09 -2.71
F 2.61 0.77 -2.25
C 3.92 0.16 -4.07
F 3.12 0.87 -4.87
C 5.00 -0.52 -4.60
F 5.25 -0.46 -5.90
C 5.84 -1.25 -3.77
F 6.88 -1.89 -4.27
C 5.55 -1.30 -2.42
F 6.37 -2.00 -1.62
O -2.68 -2.63 1.39
S -2.61 -2.19 0.03
O -3.53 -1.20 -0.44
N -1.03 -1.69 -0.26
C -0.42 -2.45 -1.15
S 1.21 -2.03 -1.33
C -1.23 -3.54 -1.70
C -0.90 -4.50 -2.64
C -1.86 -5.44 -2.98
C -3.11 -5.43 -2.38
C -3.45 -4.47 -1.43
C -2.49 -3.54 -1.11
H 0.08 -4.50 -3.10
H -1.62 -6.21 -3.71
H -3.84 -6.18 -2.66
H -4.43 -4.45 -0.97
C -1.72 3.39 -2.33
C -0.31 2.82 -2.45
C -0.06 1.72 -1.52
N 0.17 0.85 -0.82
H -1.83 4.22 -3.03
H -1.90 3.76 -1.32
H -2.47 2.64 -2.56
H 0.45 3.57 -2.25
H -0.12 2.43 -3.45
```

Computed properties:
- Energy above the lowest of the compared OMol25 structures with the same formula, charge and spin: 0.066 eV
- HOMO (alpha / beta): -11.6 / -11.6 eV
- LUMO energy (alpha / beta): -3.56 / -4.62 eV
- Net charge: +1
- HOMO-LUMO gap (alpha / beta): 8.02 / 6.97 eV
- 2S+1: 2

Löwdin atomic charge list, values in e, 4 entries: atom 1 (Ru): 0.869, atom 2 (C): -0.027, atom 3 (O): -0.386, atom 4 (C): -0.167

=====

(2)
DFT (ωB97M-V/def2-TZVPD) results for C34H23FN5O9W as an isolated structure.

```
73
Properties=species:S:1:pos:R:3
W -0.84 -1.13 -1.39
O -1.80 -0.32 -5.46
C -1.27 -0.66 -4.41
N -1.52 -0.18 -3.15
C -2.02 1.11 -2.98
C -2.09 2.12 -3.93
C -2.53 3.38 -3.56
C -2.91 3.64 -2.25
C -2.86 2.64 -1.28
C -2.40 1.38 -1.64
N -2.25 0.25 -0.81
C -2.94 0.14 0.38
O -3.60 1.02 0.95
C -2.86 -1.23 0.88
C -3.49 -1.58 2.08
C -3.44 -2.87 2.54
C -2.77 -3.82 1.73
C -2.18 -3.42 0.56
N -2.18 -2.14 0.10
C -0.14 -1.62 -4.37
C 0.30 -2.28 -5.52
C 1.46 -3.02 -5.47
C 2.20 -3.02 -4.28
C 1.71 -2.34 -3.19
N 0.54 -1.69 -3.19
H -1.79 1.92 -4.95
H -2.54 4.18 -4.29
H -3.25 4.62 -1.97
H -3.17 2.83 -0.27
H -3.99 -0.79 2.62
H -3.89 -3.16 3.47
H -2.71 -4.85 2.03
H -1.67 -4.17 -0.04
H -0.30 -2.17 -6.41
H 1.81 -3.57 -6.34
H 3.14 -3.55 -4.20
H 2.26 -2.30 -2.26
C 3.37 4.20 2.01
C 3.43 2.93 2.87
C 3.00 3.30 4.29
C 2.85 2.05 5.14
C 1.80 1.18 4.50
C 0.91 0.45 5.29
C -0.06 -0.33 4.68
F -0.92 -1.02 5.47
C -0.14 -0.44 3.32
C 0.75 0.28 2.50
C 0.70 0.14 1.08
O -0.11 -0.72 0.51
C 1.65 0.90 0.34
C 2.55 1.70 0.97
N 2.57 1.89 2.32
C 1.71 1.13 3.12
C 1.65 0.83 -1.16
O 2.61 1.21 -1.81
O 0.54 0.38 -1.68
H 3.78 5.04 2.57
H 2.34 4.42 1.76
H 3.94 4.11 1.09
H 4.46 2.55 2.90
H 2.04 3.82 4.24
H 3.74 3.98 4.73
H 2.57 2.29 6.16
H 3.81 1.52 5.18
H 0.96 0.50 6.37
H -0.89 -1.06 2.85
H 3.30 2.20 0.38
O -1.30 -4.71 -3.29
C -1.07 -3.83 -2.50
O -1.72 -2.70 -2.37
C 0.12 -3.90 -1.46
O 0.75 -4.92 -1.26
O 0.30 -2.75 -0.87
```

Computed properties:
- Energy above the lowest of the compared OMol25 structures with the same formula, charge and spin: 1.309 eV
- HOMO (alpha / beta): -2.5 / -3.2 eV
- LUMO energy (alpha / beta): 1.17 / 1.40 eV
- Net charge: -1
- HOMO-LUMO gap (alpha / beta): 3.65 / 4.62 eV

Löwdin atomic charge list, values in e, 4 entries: atom 1 (W): 1.831, atom 2 (O): 0.054, atom 3 (C): -0.435, atom 4 (N): -0.034

=====

(3)
DFT (ωB97M-V/def2-TZVPD) results for C34H24N5O7V as an isolated structure.

```
71
Properties=species:S:1:pos:R:3
V -2.63 -0.41 0.62
O -4.75 1.88 3.61
C -4.08 1.02 2.90
O -2.99 1.18 2.40
C -4.75 -0.32 2.75
C -5.87 -0.73 3.44
C -6.30 -2.04 3.28
C -5.59 -2.87 2.42
C -4.50 -2.37 1.77
N -4.07 -1.11 1.92
C -3.62 -3.06 0.77
O -3.72 -4.32 0.46
O -2.78 -2.37 0.22
H -4.26 2.72 3.67
H -6.38 -0.04 4.10
H -7.17 -2.40 3.80
H -5.91 -3.90 2.27
H -4.40 -4.80 0.96
C 10.49 -0.78 -3.04
O 9.97 -0.70 -1.71
C 8.63 -0.69 -1.57
C 7.73 -0.75 -2.63
C 6.37 -0.74 -2.36
C 5.89 -0.66 -1.07
C 6.80 -0.59 -0.01
C 8.16 -0.60 -0.26
C 4.46 -0.67 -0.78
N 3.91 -0.70 0.42
C 2.56 -0.69 0.20
C 2.27 -0.64 -1.14
N 3.50 -0.63 -1.76
C 0.94 -0.64 -1.65
C 0.56 -0.63 -3.00
C -0.77 -0.66 -3.34
C -1.73 -0.68 -2.33
N -1.39 -0.68 -1.05
C -0.08 -0.67 -0.70
C 0.21 -0.71 0.72
N -0.86 -0.74 1.57
C -0.63 -0.82 2.87
C 0.66 -0.86 3.41
C 1.74 -0.81 2.56
C 1.52 -0.73 1.18
H 11.57 -0.78 -2.94
H 10.18 0.08 -3.63
H 10.17 -1.71 -3.53
H 8.08 -0.82 -3.65
H 5.69 -0.80 -3.21
H 6.43 -0.53 1.00
H 8.88 -0.55 0.55
H 3.68 -0.57 -2.74
H 1.31 -0.60 -3.78
H -1.09 -0.66 -4.37
H -2.79 -0.69 -2.56
H -1.49 -0.83 3.52
H 0.79 -0.92 4.48
H 2.75 -0.83 2.93
O -4.19 0.50 -0.34
C -3.48 1.58 -0.30
O -2.24 1.41 -0.01
C -4.05 2.91 -0.48
C -5.36 3.05 -0.92
C -5.90 4.32 -1.08
C -5.12 5.43 -0.80
C -3.81 5.30 -0.36
C -3.27 4.03 -0.20
H -5.95 2.17 -1.13
H -6.92 4.43 -1.43
H -5.54 6.42 -0.93
H -3.21 6.17 -0.14
H -2.25 3.90 0.13
```

Computed properties:
- Energy above the lowest of the compared OMol25 structures with the same formula, charge and spin: 0.000 eV
- HOMO (alpha / beta): -11.7 / -11.7 eV
- LUMO energy (alpha / beta): -6.79 / -7.05 eV
- Net charge: +2
- HOMO-LUMO gap (alpha / beta): 4.91 / 4.65 eV
- 2S+1: 3

Löwdin atomic charge list, values in e, 4 entries: atom 1 (V): 1.071, atom 2 (O): 0.212, atom 3 (C): -0.417, atom 4 (O): 0.104

=====

(4)
DFT (ωB97M-V/def2-TZVPD) results for a 3-piece molecular cluster, C34H24O7 overall.

```
65
Properties=species:S:1:pos:R:3
O -2.50 -1.89 2.39
C -2.40 -2.80 3.20
C -2.62 -4.21 2.80
C -2.92 -4.50 1.47
C -3.10 -5.82 1.07
C -2.99 -6.85 2.00
C -2.70 -6.57 3.32
C -2.52 -5.25 3.73
C -2.23 -4.97 5.16
O -2.19 -5.87 5.98
C -1.99 -3.55 5.56
C -1.68 -3.26 6.88
C -1.44 -1.96 7.26
C -1.50 -0.93 6.33
C -1.81 -1.21 5.01
C -2.06 -2.52 4.62
H -3.00 -3.69 0.76
H -3.33 -6.04 0.04
H -3.12 -7.87 1.68
H -2.61 -7.36 4.05
H -1.64 -4.07 7.60
H -1.20 -1.73 8.30
H -1.30 0.09 6.63
H -1.86 -0.42 4.27
O 6.91 2.76 -3.09
C 5.78 2.67 -3.51
C 4.61 3.09 -2.68
C 4.84 3.61 -1.41
C 3.78 4.03 -0.63
C 2.48 3.94 -1.12
C 2.24 3.41 -2.38
C 3.31 2.98 -3.16
C 3.02 2.40 -4.50
O 1.89 2.26 -4.90
C 4.19 2.00 -5.34
C 3.96 1.49 -6.62
C 5.03 1.14 -7.42
C 6.33 1.29 -6.96
C 6.57 1.79 -5.69
C 5.50 2.14 -4.88
H 5.86 3.68 -1.05
H 3.96 4.44 0.35
H 1.65 4.28 -0.51
H 1.24 3.33 -2.76
H 2.94 1.39 -6.96
H 4.85 0.74 -8.41
H 7.16 1.01 -7.59
H 7.57 1.91 -5.31
C -0.90 2.23 -0.51
C -1.78 1.30 -0.20
C -3.28 1.49 -0.11
C -4.00 0.19 -0.35
C -3.80 2.65 -1.00
O -4.11 3.70 -0.06
C -3.57 3.32 1.13
O -3.12 4.06 1.95
O -3.64 1.97 1.22
H 0.15 1.97 -0.58
H -1.20 3.26 -0.69
H -1.43 0.30 0.06
H -3.84 -0.13 -1.38
H -5.07 0.33 -0.17
H -3.63 -0.58 0.33
H -3.02 3.00 -1.67
H -4.70 2.40 -1.55
```

Computed properties:
- HOMO: -9.9 eV
- LUMO energy: -1.06 eV
- SMILES string: O=C1c2ccccc2C(=O)c2ccccc21.O=C1c2ccccc2C(=O)c2ccccc21.C=C[C@]1(C)COC(=O)O1
- HOMO-LUMO gap: 8.84 eV

natural (NBO) atomic charge list, values in e, 4 entries: atom 1 (O): -0.566, atom 2 (C): 0.611, atom 3 (C): -0.073, atom 4 (C): -0.184

=====

(5)
DFT (ωB97M-V/def2-TZVPD) results for C34H25Cl5N5O3RbS as an isolated structure.

```
74
Properties=species:S:1:pos:R:3
Rb 0.48 0.23 1.61
C 0.78 -2.34 -3.55
C 0.77 -1.42 -4.59
C 0.77 -0.07 -4.30
C 0.77 0.34 -2.96
N 0.78 -0.56 -1.96
C 0.79 -1.84 -2.25
C 0.79 1.75 -2.56
C 0.52 2.80 -3.45
C 0.60 4.10 -2.99
C 0.95 4.33 -1.66
C 1.18 3.22 -0.85
N 1.11 1.99 -1.28
H 0.78 -3.40 -3.74
H 0.77 -1.76 -5.62
H 0.79 0.65 -5.11
H 0.80 -2.50 -1.40
H 0.24 2.61 -4.47
H 0.40 4.93 -3.65
H 1.03 5.33 -1.27
H 1.45 3.34 0.19
N 2.69 -3.21 4.62
C 2.41 -2.67 3.28
O 1.31 -2.01 3.17
C 3.68 -2.30 2.52
C 2.94 -3.55 2.12
H 1.80 -3.50 5.03
H 3.30 -4.01 4.57
H 4.63 -2.41 3.03
H 3.62 -1.45 1.85
H 3.39 -4.52 2.34
H 2.41 -3.51 1.17
Cl 5.11 0.26 -0.48
C 4.90 1.39 0.82
C 3.66 1.42 1.45
C 3.60 2.34 2.49
Cl 2.11 2.44 3.37
C 4.64 3.17 2.88
Cl 4.48 4.30 4.18
C 5.85 3.10 2.19
Cl 7.16 4.15 2.60
C 5.98 2.19 1.15
Cl 7.49 2.12 0.29
O -1.39 2.14 1.52
S -2.63 1.46 1.24
O -3.72 1.80 2.14
N -2.32 -0.08 1.07
C -3.24 -1.03 0.98
C -4.63 -0.85 0.93
C -5.50 -1.94 0.89
C -5.05 -3.23 0.89
C -3.66 -3.48 0.92
C -3.10 -4.78 0.94
C -1.74 -4.93 1.01
C -0.94 -3.77 1.02
N -1.43 -2.57 0.97
C -2.75 -2.39 0.95
C -3.13 2.07 -0.40
C -3.87 3.24 -0.46
C -4.26 3.75 -1.69
C -3.91 3.08 -2.85
C -3.17 1.91 -2.78
C -2.78 1.40 -1.55
H -5.01 0.16 0.95
H -6.57 -1.74 0.87
H -5.74 -4.07 0.88
H -3.76 -5.64 0.90
H -1.28 -5.91 1.05
H 0.14 -3.85 1.08
H -4.12 3.73 0.47
H -4.83 4.67 -1.74
H -4.21 3.47 -3.81
H -2.90 1.39 -3.69
H -2.19 0.50 -1.48
```

Computed properties:
- Energy above the lowest of the compared OMol25 structures with the same formula, charge and spin: 0.639 eV
- HOMO: -0.6 eV
- LUMO energy: 3.66 eV
- Net charge: -2
- HOMO-LUMO gap: 4.29 eV

Löwdin atomic charge list, values in e, 4 entries: atom 1 (Rb): 0.742, atom 2 (C): -0.059, atom 3 (C): -0.088, atom 4 (C): -0.026

=====

(6)
DFT (ωB97M-V/def2-TZVPD) results for C34H25ClN2OPV as an isolated structure.

```
65
Properties=species:S:1:pos:R:3
V -1.01 -0.95 0.13
Cl -5.71 3.73 2.93
C -4.58 2.53 2.51
C -4.22 1.55 3.43
C -3.29 0.56 3.12
C -2.74 0.59 1.87
O -1.79 -0.34 1.46
C -3.10 1.53 0.90
C -2.64 1.42 -0.45
N -1.81 0.51 -0.88
C -1.54 0.29 -2.28
C -1.52 1.22 -3.28
C -1.32 0.81 -4.62
C -1.17 -0.51 -4.93
C -1.16 -1.49 -3.91
C -1.05 -2.88 -4.15
C -1.07 -3.77 -3.10
C -1.16 -3.29 -1.80
N -1.27 -1.98 -1.53
C -1.31 -1.07 -2.59
C -4.03 2.52 1.23
H -4.69 1.55 4.41
H -3.01 -0.20 3.84
H -3.05 2.11 -1.19
H -1.66 2.28 -3.06
H -1.31 1.56 -5.40
H -1.06 -0.81 -5.97
H -0.96 -3.24 -5.16
H -1.00 -4.83 -3.26
H -1.14 -3.96 -0.95
H -4.34 3.26 0.50
C 2.37 -4.01 2.60
C 3.33 -3.26 1.92
C 2.98 -2.05 1.32
C 1.67 -1.58 1.43
C 0.72 -2.34 2.13
C 1.06 -3.56 2.70
P 1.17 -0.07 0.62
C 2.25 0.28 -0.75
C 2.12 -0.40 -1.96
C 3.04 -0.19 -2.97
C 4.10 0.69 -2.77
C 4.24 1.36 -1.56
C 3.32 1.16 -0.54
C 1.00 1.33 1.70
C 0.89 1.14 3.08
C 0.73 2.24 3.91
C 0.67 3.52 3.37
C 0.76 3.71 1.99
C 0.93 2.62 1.15
H 2.66 -4.95 3.06
H 4.35 -3.61 1.85
H 3.73 -1.49 0.77
H -0.29 -1.97 2.31
H 0.33 -4.14 3.24
H 1.32 -1.11 -2.12
H 2.95 -0.71 -3.91
H 4.83 0.85 -3.56
H 5.07 2.03 -1.40
H 3.44 1.68 0.40
H 0.98 0.15 3.51
H 0.67 2.10 4.98
H 0.55 4.37 4.02
H 0.73 4.71 1.58
H 1.02 2.77 0.08
```

Computed properties:
- Energy above the lowest of the compared OMol25 structures with the same formula, charge and spin: 0.608 eV
- HOMO (alpha / beta): -17.1 / -17.1 eV
- LUMO energy (alpha / beta): -10.92 / -10.54 eV
- Net charge: +3
- HOMO-LUMO gap (alpha / beta): 6.18 / 6.59 eV
- 2S+1: 2

natural (NBO) atomic charge list, values in e, 4 entries: atom 1 (V): 1.508, atom 2 (Cl): 0.139, atom 3 (C): -0.048, atom 4 (C): -0.112

=====

no.,strongest force on any atom (eV Å⁻¹)
1,0.59
2,3.84
3,1.62
4,0.85
5,2.01
6,2.08